{"formula": "C14H18BrClO4", "method": "ωB97M-V/def2-TZVPD", "elements": ["O", "C", "C", "C", "Cl", "C", "O", "C", "Br", "C", "H", "H", "C", "C", "C", "O", "C", "H", "H", "H", "H", "H", "H", "H", "H", "C", "C", "C", "O", "C", "H", "H", "H", "H", "H", "H", "H", "H"], "coordinates": [[1.41399, -3.64250, -2.63821], [0.71225, -2.73649, -3.01906], [-0.75490, -2.90175, -3.18462], [-1.54134, -1.84139, -3.02893], [-3.24051, -1.89119, -3.14250], [-0.93060, -0.52879, -2.63851], [-1.46556, 0.24046, -1.88972], [0.44808, -0.33632, -3.17080], [0.98862, 1.40950, -3.53845], [1.25024, -1.38400, -3.32552], [-1.14551, -3.88499, -3.40469], [2.27791, -1.29230, -3.64582], [-1.70681, 0.21522, 1.55107], [-0.77938, -0.27404, 2.66362], [-1.58435, -1.42492, 3.25185], [-2.34082, -1.97288, 2.17397], [-2.29330, -1.09728, 1.04583], [-1.20202, 0.77692, 0.76596], [-2.49493, 0.84502, 1.96937], [0.15633, -0.64551, 2.23827], [-0.53901, 0.48792, 3.40424], [-2.27324, -1.07078, 4.02688], [-0.95933, -2.20971, 3.67956], [-1.65354, -1.54604, 0.27730], [-3.29788, -0.99012, 0.63688], [1.47406, 1.91796, 1.69806], [1.16085, 3.01449, 0.68276], [2.31050, 2.85691, -0.30266], [2.65437, 1.46991, -0.29884], [2.01270, 0.81488, 0.79687], [0.61029, 1.60036, 2.27985], [2.24919, 2.25326, 2.39049], [0.20869, 2.80786, 0.18805], [1.11171, 4.01294, 1.11442], [3.18647, 3.43772, 0.00569], [2.03961, 3.15122, -1.31682], [1.20000, 0.18838, 0.40840], [2.73718, 0.17008, 1.29577]], "lumo_ev": -1.59, "homo_lumo_gap_ev": 7.86}